C41H50CdGeN10 as an isolated structure, computed with wB97M-V/def2-TZVPD.

Calculated values
- Spin multiplicity: 2
- HOMO (alpha / beta): -10.16 / -10.15 eV
- Total charge: +1
- Relative energy (zero: lowest compared OMol25 entry of this formula, charge and spin): 0.7760 eV
- <S²>: 0.79

The geometry in XYZ format:
```
103
Properties=species:S:1:pos:R:3:forces:R:3
Cd 0.3545 0.0875 0.1611 -0.3 -0.1 0.0
C -1.5118 1.7902 2.2341 0.0 0.1 -0.2
N -1.4973 1.9898 0.7671 0.1 0.0 0.1
C -1.0781 3.3448 0.4074 0.0 -0.1 0.1
C -2.7245 1.5739 0.2117 0.0 -0.1 -0.1
C -3.7219 2.4679 -0.1311 -0.1 0.0 -0.1
C -4.9735 2.0194 -0.5385 0.0 0.0 0.0
C -5.2561 0.6543 -0.5490 0.0 0.0 0.0
C -4.2663 -0.2540 -0.2548 0.0 0.0 0.0
C -2.9413 0.1684 0.0326 0.1 -0.2 0.3
N -1.8961 -0.6831 0.2271 0.0 0.3 -0.6
C -1.9875 -2.0215 -0.1230 -0.2 -0.2 0.1
C -2.7219 -2.5059 -1.2245 0.2 0.1 0.1
C -2.8073 -3.8560 -1.4906 0.0 -0.1 0.0
C -2.1669 -4.7618 -0.6513 0.0 0.0 0.0
C -1.3794 -4.3042 0.3944 0.0 -0.1 -0.1
C -1.2401 -2.9457 0.6507 -0.1 0.1 0.1
N -0.3634 -2.4547 1.6482 0.1 0.0 0.0
C 0.6713 -3.3966 2.0789 -0.2 0.0 0.0
C -1.0139 -1.8675 2.8287 0.1 0.0 -0.1
H -2.1340 2.5488 2.7214 0.0 0.0 0.0
H -1.9196 0.8114 2.4664 0.0 0.0 0.0
H -0.5046 1.8564 2.6310 0.1 0.0 0.0
H -1.5144 4.1025 1.0681 0.0 0.0 0.0
H 0.0073 3.4144 0.4680 0.1 0.0 0.1
H -1.3742 3.5692 -0.6157 0.0 0.0 0.0
H -3.5431 3.5313 -0.0398 0.0 0.0 0.0
H -5.7435 2.7369 -0.7911 0.0 0.0 0.0
H -6.2572 0.3066 -0.7663 0.0 0.0 0.0
H -4.5036 -1.3064 -0.2227 0.0 0.0 0.0
H -3.1675 -1.7936 -1.9057 0.0 0.0 0.0
H -3.3666 -4.2029 -2.3504 0.0 0.0 0.0
H -2.2649 -5.8264 -0.8223 0.0 0.0 0.0
H -0.8636 -5.0215 1.0186 0.0 0.0 0.0
H 0.2739 -4.1719 2.7454 0.0 0.0 0.0
H 1.1376 -3.8757 1.2244 0.1 0.0 -0.1
H 1.4377 -2.8501 2.6131 0.1 0.1 0.1
H -1.3337 -2.6495 3.5265 0.0 0.0 0.0
H -0.3124 -1.2095 3.3447 0.0 0.0 0.0
H -1.8841 -1.2919 2.5342 0.0 0.0 0.0
N 1.1281 3.9005 -3.4362 -0.1 -0.3 -0.4
N 0.2817 2.9184 -2.9832 -0.1 0.2 0.0
N -0.9641 2.8230 -3.3886 0.1 0.0 0.1
C -1.3512 1.7168 -2.7570 0.1 -0.1 0.0
N -0.3642 1.1857 -2.0292 -0.1 0.4 0.2
N 0.6867 1.9827 -2.1863 -0.4 0.0 0.0
H 0.6048 4.7444 -3.6103 0.0 0.1 0.1
H 1.9107 3.9945 -2.8068 0.1 0.1 0.3
H -2.3423 1.2993 -2.8486 0.1 0.1 0.0
C 0.9505 -1.0734 -3.3798 0.1 -0.1 -0.1
C 1.8507 -1.8648 -4.3700 0.0 -0.1 0.2
N 2.7239 -2.7818 -3.6353 0.0 0.0 0.0
C 3.4992 -2.0225 -2.6525 -0.2 0.0 0.0
C 2.5420 -1.3771 -1.6122 0.1 -0.2 -0.2
N 1.1355 -1.5869 -2.0113 0.1 0.1 0.3
C 0.8681 -3.0348 -2.0258 0.0 0.0 -0.1
C 1.8957 -3.7627 -2.9356 0.0 0.1 0.0
H -0.1078 -1.1646 -3.6359 0.0 0.0 0.0
H 1.2072 -0.0154 -3.3815 0.0 -0.1 -0.1
H 2.4736 -1.1892 -4.9578 0.0 0.0 0.0
H 1.2500 -2.4524 -5.0656 0.0 0.0 0.0
H 4.0726 -1.2620 -3.1869 0.0 0.0 0.0
H 4.2089 -2.6947 -2.1681 0.0 0.0 0.0
H 2.7085 -0.3026 -1.5340 0.0 -0.1 0.0
H 2.6846 -1.8095 -0.6185 0.0 0.0 0.0
H -0.1540 -3.1829 -2.3781 0.0 0.0 0.0
H 0.9192 -3.4024 -1.0077 0.0 -0.1 0.2
H 1.3927 -4.3871 -3.6752 0.0 0.0 0.0
H 2.5541 -4.4080 -2.3508 0.0 0.0 0.0
C 2.0614 3.0447 5.6257 0.0 0.0 0.0
C 1.5009 3.6545 4.5110 0.0 0.0 0.0
C 1.6348 3.0690 3.2591 0.0 -0.1 0.1
C 2.3285 1.8670 3.0786 -0.1 -0.1 0.1
C 2.9134 1.2911 4.2090 0.0 0.1 0.0
C 2.7771 1.8678 5.4681 0.0 0.0 0.0
Ge 2.5147 1.0497 1.2820 0.2 0.0 0.1
C 3.4033 2.4670 0.2130 -0.1 0.0 -0.1
C 3.7209 3.7018 0.7838 0.1 -0.1 0.0
C 4.3701 4.6928 0.0537 0.0 0.0 0.0
C 4.7405 4.4614 -1.2629 0.0 0.0 0.0
C 4.4506 3.2342 -1.8470 -0.1 0.0 0.0
C 3.7739 2.2625 -1.1209 0.0 0.0 0.1
C 3.8530 -0.3940 1.4752 0.1 0.0 0.0
C 3.6987 -1.3934 2.4395 -0.1 -0.1 -0.1
C 4.6153 -2.4303 2.5690 -0.1 0.0 0.0
C 5.7129 -2.4943 1.7220 0.0 0.0 0.0
C 5.8878 -1.5121 0.7574 0.0 0.0 0.0
C 4.9700 -0.4728 0.6393 0.0 -0.1 0.2
H 1.9522 3.4935 6.6054 0.0 0.0 0.0
H 0.9656 4.5909 4.6163 0.0 0.0 0.0
H 1.2075 3.5817 2.4064 -0.1 0.0 -0.1
H 3.5167 0.3986 4.1136 0.0 0.0 0.0
H 3.2454 1.3998 6.3255 0.0 0.0 0.0
H 3.4936 3.8887 1.8257 0.0 0.0 -0.1
H 4.6095 5.6394 0.5237 0.0 0.0 0.0
H 5.2601 5.2249 -1.8297 0.0 0.0 0.0
H 4.7576 3.0328 -2.8664 0.0 0.0 0.0
H 3.5473 1.3233 -1.6091 0.0 0.1 0.0
H 2.8467 -1.3665 3.1125 0.0 0.0 0.0
H 4.4718 -3.1888 3.3313 0.0 0.1 0.0
H 6.4334 -3.2969 1.8220 0.0 0.0 0.0
H 6.7478 -1.5467 0.0987 0.0 0.0 0.0
H 5.1475 0.2924 -0.1038 0.0 0.1 -0.1
```
Forces are in eV/Å.


C17H11AuBrF2N2O as an isolated structure in a non-equilibrium geometry, computed with wB97M-V/def2-TZVPD.

Calculated values
- Spin multiplicity: 3
- HOMO (alpha / beta): -11.10 / -12.13 eV
- Total charge: +1
- <S²>: 2.05

The geometry in XYZ format:
```
35
Properties=species:S:1:pos:R:3:forces:R:3
Au 0.0202 1.2719 -1.4442 0.1 0.0 -0.3
Br -3.9833 1.6038 5.1697 0.6 -0.2 -1.1
C -3.2145 1.8023 3.4205 -0.6 0.5 0.9
C -3.1109 3.1277 2.9413 0.7 -1.8 -2.1
C -2.6903 3.3018 1.6462 -0.9 -0.3 0.9
C -2.2302 2.2266 0.7942 -0.6 0.6 0.7
O -1.7980 2.5899 -0.3058 0.5 -0.9 -0.6
C -2.3430 0.8714 1.3521 1.6 -0.5 -0.4
C -1.5604 -0.2865 0.8404 -1.3 -0.1 0.8
N -0.8261 -0.3997 -0.2025 0.4 0.3 0.2
C -0.0280 -1.5623 -0.3276 1.1 -2.3 -1.5
C -0.3520 -2.8468 0.0708 -0.8 -0.1 1.0
C 0.5765 -3.9402 0.0830 -0.8 1.1 0.1
C 1.8352 -3.7584 -0.3614 1.0 -0.1 -0.2
C 2.2423 -2.5325 -0.9646 -1.9 -0.1 0.2
C 3.5407 -2.2612 -1.4342 -0.9 -0.2 0.3
C 3.7535 -1.0586 -2.0349 2.9 -0.4 -0.2
C 2.7587 -0.1131 -2.1462 -0.2 -0.3 -0.8
N 1.5636 -0.3568 -1.7107 -1.6 0.0 1.0
C 1.2313 -1.5269 -1.0820 0.6 1.5 0.9
C -2.8369 0.6966 2.6365 -0.2 0.4 0.1
H -3.4498 3.9621 3.4487 -0.6 1.3 1.3
H -2.8461 4.2489 1.1713 0.4 0.5 -0.2
H -1.6665 -1.1146 1.5665 0.4 0.1 -0.6
H -1.3439 -3.0788 0.5036 0.6 0.4 -0.3
H 0.2698 -4.8577 0.5612 0.0 -0.1 -0.2
H 2.5662 -4.5483 -0.2521 0.1 -0.1 0.0
H 4.2878 -3.0254 -1.2441 0.2 0.3 -0.3
H 4.7810 -0.8252 -2.3795 -0.9 0.0 0.1
H 2.8726 0.7990 -2.6925 0.4 0.4 0.0
H -2.9216 -0.2875 3.0920 0.1 0.1 -0.2
F 1.7468 2.2702 -3.5283 0.5 -0.3 -0.2
C 1.0029 2.7851 -2.5079 -1.2 -1.7 -0.5
F 1.8104 3.3765 -1.6593 1.0 1.0 0.8
H 0.3421 3.4464 -3.0203 -0.7 0.9 0.2
```
Forces are in eV/Å.


A 2-piece molecular cluster, C6H15N2 overall in a non-equilibrium geometry, computed with wB97M-V/def2-TZVPD.

Calculated values
- HOMO: -13.17 eV
- Total charge: +1
- Relative energy (zero: lowest compared OMol25 entry of this formula, charge and spin): 5.6528 eV

The geometry in XYZ format:
```
23
Properties=species:S:1:pos:R:3:forces:R:3
C 2.9557 -1.6974 0.2858 0.5 -0.2 1.0
C 1.7737 -1.3642 -0.6539 1.0 0.0 -0.3
C 1.0729 -0.0947 -0.3378 -0.8 -1.5 -2.2
C -0.2024 -0.3069 0.1862 -2.1 0.3 2.0
N -1.1941 0.5503 0.1912 1.7 0.6 -0.3
C -2.4657 0.1271 0.6013 -1.6 -0.7 -0.8
C -3.5409 0.6421 -0.3967 0.1 -0.1 0.3
N 2.4817 -1.7621 1.6683 -0.5 0.0 -0.9
H 3.3801 -2.6683 0.0254 -0.2 0.0 -0.3
H 3.7505 -0.9692 0.0951 -0.2 0.2 0.1
H 1.0591 -2.1817 -0.7141 -0.1 -0.1 0.5
H 2.2569 -1.3373 -1.6370 -0.2 0.5 0.0
H 1.3148 0.8070 -0.8946 0.2 0.4 0.7
H -0.4539 -1.2375 0.6967 0.6 -0.5 -0.4
H -0.0694 6.3645 -1.5274 0.0 0.2 1.1
H -2.6327 -0.9559 0.7016 0.7 0.0 0.0
H -2.7577 0.5357 1.5724 0.5 0.5 0.1
H -3.5311 1.7245 -0.4599 0.0 0.1 0.0
H -4.4919 0.2916 0.0016 -0.1 0.2 -0.1
H -3.4175 0.2277 -1.3945 0.2 -0.1 0.0
H -0.0496 6.2166 -2.2245 0.0 -0.2 -1.1
H 3.1251 -1.6752 2.4393 0.1 0.1 -0.2
H 1.6364 -1.2366 1.7757 0.0 0.2 0.7
```
Forces are in eV/Å.


An isolated molecule of C23H30N4O2, computed with wB97M-V/def2-TZVPD.

Calculated values
- SMILES: Cc1ccc(-n2ncc3c2CCC[C@@H]3NC(=O)CCCN2CCCC2=O)cc1C
- HOMO: -8.06 eV
- Relative energy (zero: lowest compared OMol25 entry of this formula, charge and spin): 0.0000 eV

The geometry in XYZ format:
```
59
Properties=species:S:1:pos:R:3:forces:R:3
C -7.1434 -1.4587 -0.5611 0.0 0.0 0.0
C -5.8700 -0.7200 -0.2851 0.0 0.1 -0.1
C -5.3105 0.1007 -1.2533 0.0 -0.1 0.1
C -4.1338 0.7922 -1.0297 0.2 0.1 0.2
C -3.4861 0.6535 0.1903 -0.7 -0.4 -0.1
N -2.2867 1.3151 0.4802 0.6 0.4 -0.1
N -2.0221 1.6645 1.7486 -0.3 0.1 0.8
C -0.8308 2.2207 1.7444 -0.1 -0.2 -0.4
C -0.2903 2.2311 0.4479 -0.3 -0.1 -0.3
C -1.2531 1.6357 -0.3414 0.4 0.2 0.2
C -1.1064 1.3612 -1.7944 0.1 -0.1 -0.2
C 0.3879 1.3789 -2.1311 -0.1 0.2 -0.1
C 1.0449 2.6479 -1.5866 0.1 -0.1 0.1
C 1.0480 2.6611 -0.0490 0.1 0.3 -0.1
N 2.0570 1.7579 0.4792 -0.4 -0.1 -0.1
C 3.2289 2.1835 0.9751 0.1 -0.5 0.3
O 3.5549 3.3542 1.0320 0.2 0.4 0.0
C 4.1521 1.0659 1.4554 0.1 0.2 -0.1
C 5.1358 0.6757 0.3478 -0.2 -0.1 -0.1
C 4.4800 -0.1538 -0.7605 0.1 0.3 0.0
N 4.0542 -1.4556 -0.3077 0.2 -0.1 -0.2
C 5.0027 -2.5111 -0.0285 0.2 -0.2 0.1
C 4.1320 -3.7704 0.0349 0.0 0.0 0.1
C 2.7625 -3.2306 0.4420 0.0 -0.1 0.0
C 2.7814 -1.7911 -0.0392 -0.1 -0.4 0.0
O 1.8167 -1.0569 -0.1535 -0.4 0.2 0.0
C -4.0483 -0.1528 1.1748 0.1 0.0 -0.1
C -5.2302 -0.8377 0.9539 0.1 0.1 -0.1
C -5.8088 -1.7006 2.0328 0.0 0.0 0.0
H -7.9180 -1.1665 0.1473 -0.1 0.0 0.0
H -6.9932 -2.5334 -0.4608 -0.1 -0.1 0.0
H -7.4991 -1.2516 -1.5671 -0.1 0.0 0.0
H -5.8097 0.2102 -2.2057 -0.1 0.0 -0.1
H -3.7442 1.4473 -1.7909 0.1 0.1 -0.1
H -0.3995 2.5942 2.6517 0.1 0.1 0.3
H -1.5466 0.3949 -2.0518 0.0 0.1 0.0
H -1.6163 2.1352 -2.3792 0.0 -0.1 0.0
H 0.8601 0.5007 -1.6888 0.0 -0.1 -0.1
H 0.5186 1.3287 -3.2139 0.0 -0.1 0.0
H 2.0742 2.7271 -1.9414 0.0 0.1 0.0
H 0.4974 3.5226 -1.9445 0.0 0.1 -0.1
H 1.3164 3.6594 0.3164 -0.1 -0.2 -0.1
H 1.8563 0.7667 0.3968 0.2 0.0 0.1
H 4.7129 1.4522 2.3075 -0.1 0.0 0.0
H 3.5723 0.1996 1.7758 0.0 -0.1 0.1
H 5.9656 0.1080 0.7755 0.0 0.0 0.0
H 5.5463 1.5854 -0.0936 0.1 0.0 0.0
H 5.1900 -0.2921 -1.5835 -0.1 0.0 0.0
H 3.5968 0.3631 -1.1424 0.1 -0.1 -0.1
H 5.5077 -2.3294 0.9286 0.0 0.0 -0.1
H 5.7604 -2.5579 -0.8148 0.0 0.0 0.1
H 4.0723 -4.2320 -0.9512 0.0 0.0 0.0
H 4.5233 -4.5046 0.7356 0.0 0.0 0.0
H 2.6335 -3.2216 1.5266 0.0 0.0 0.0
H 1.9263 -3.7752 0.0085 0.0 0.1 0.0
H -3.5395 -0.2247 2.1235 0.0 0.0 0.1
H -5.1868 -1.6689 2.9231 0.0 0.0 0.1
H -6.8106 -1.3635 2.2965 -0.1 0.0 0.1
H -5.8856 -2.7347 1.6978 0.0 -0.1 0.0
```
Forces are in eV/Å.